The following is a quantum chemistry calculation of a molecular structure, C24H34FN4OPtS2, from the OMol25 dataset.

Net charge: +1
Strongest force on any atom, eV/A: 0.92
E_HOMO (alpha / beta), eV: -10.311 / -10.202
Kohn-Sham gap (alpha / beta), eV: 6.67 / 6.32
ΔE to the lowest compared entry with this formula, charge and spin, eV: 0.000
LUMO level (alpha / beta), eV: -3.6 / -3.9

Last column: natural (NBO) charge in e.
Cartesian coordinates (Å):
H: -3.635 -0.626 -0.711  0.208
H: -0.888 -3.546 3.076  0.236
H: 0.188 -1.238 6.510  0.228
C: 1.531 2.774 0.218  -0.827
H: 1.842 -0.796 -2.527  0.434
C: -0.328 -1.519 2.661  0.118
C: -4.194 -1.549 2.596  -0.596
H: 0.751 3.531 0.191  0.246
H: 1.171 2.987 -3.451  0.258
C: 3.041 -1.389 -1.017  0.264
C: -2.866 -4.872 0.045  -0.181
H: 2.372 -5.148 1.492  0.203
H: 3.178 -1.781 -3.022  0.420
H: -4.531 -3.623 0.532  0.219
C: 0.837 -4.106 0.365  -0.242
H: 1.725 4.210 -2.275  0.253
C: -0.366 -2.524 4.877  -0.204
C: 3.860 -1.872 1.183  0.093
F: 0.267 0.788 2.525  -0.337
C: 4.579 -2.375 2.396  -0.454
H: -3.587 -1.937 3.417  0.214
H: -0.547 -3.387 5.503  0.228
H: 3.543 -1.092 3.803  0.223
C: -4.218 -0.762 0.201  -0.595
S: 1.756 2.032 -1.393  1.247
S: 4.349 -2.333 -0.435  0.413
H: 0.851 -6.034 1.371  0.214
H: -1.034 -5.888 -0.362  0.214
N: 2.369 -0.802 -0.055  -0.407
C: 0.262 -0.219 4.631  -0.271
C: -0.555 -2.616 3.513  -0.245
H: -4.642 -0.609 2.919  0.214
C: -3.361 -1.334 1.333  -0.254
H: 4.783 -3.439 2.255  0.232
H: -3.482 -5.709 -0.254  0.221
H: -5.055 -1.423 -0.034  0.207
C: 3.778 -2.146 3.672  -0.600
H: -2.594 -0.593 1.559  0.208
C: -3.452 -3.701 0.493  -0.212
H: -5.004 -2.258 2.414  0.205
H: 5.552 -1.881 2.456  0.239
H: 2.483 3.198 0.530  0.255
H: 0.983 -4.661 2.470  0.214
N: 2.844 -1.093 1.214  -0.259
H: 4.352 -2.483 4.533  0.227
Pt: 0.318 -0.479 -0.035  0.813
C: -1.289 -2.748 0.827  0.178
H: 0.075 3.502 -2.129  0.253
C: 0.081 -0.328 3.269  0.376
C: -2.678 -2.617 0.891  -0.022
H: 1.256 1.959 0.889  0.281
H: 2.413 -4.671 -1.008  0.202
H: 0.958 -5.631 -1.191  0.214
H: 2.836 -2.694 3.645  0.221
H: -4.631 0.205 0.491  0.213
H: 0.986 -3.980 -1.804  0.209
N: -0.507 -1.611 1.283  -0.610
C: 1.322 -4.624 -0.990  -0.604
O: 0.675 0.941 -1.547  -0.992
C: -0.668 -3.912 0.376  -0.045
H: 1.301 -3.135 0.539  0.194
C: 1.109 3.322 -2.418  -0.806
C: 0.045 -1.321 5.442  -0.190
H: 0.563 0.737 5.038  0.237
C: 1.285 -5.039 1.493  -0.599
C: -1.487 -4.967 -0.018  -0.219
N: 2.729 -1.231 -2.312  -0.777